Record 1
134
Properties=species:S:1:pos:R:3:forces:R:3 method="wB97M-V/def2-TZVPD" gap_ev=4.7 relative_energy_kcal_mol=0.0 molar_mass_g_mol=738.17 homo_energy_ev=-5.3
P -2.75066 -0.96822 -4.12216 0.3 0.1 -0.1
P 3.13280 -3.13478 2.36098 -0.6 -0.3 0.0
Si 5.71008 1.31845 0.18782 0.1 -0.2 -0.1
Al 4.37964 -1.55289 3.61417 0.4 0.3 0.4
O 6.64903 0.19916 0.98408 -0.5 0.7 -0.1
N -3.70313 -0.06030 3.15482 0.2 0.5 0.4
C 3.53855 1.05640 4.92572 -1.1 0.3 -0.7
C -5.13419 -1.74712 2.89297 0.7 0.4 -0.1
C -2.02119 2.44903 1.51777 -0.7 0.5 -0.3
C 3.28956 0.14239 3.70105 0.4 -0.1 0.4
C -5.24029 -0.57548 -5.46175 0.1 0.3 0.0
C -7.17458 -0.01080 -3.90128 0.1 0.0 0.0
C -3.33812 2.24262 2.29308 0.4 -0.2 0.0
C -1.03339 -2.50880 -6.92434 0.1 0.0 0.1
C -3.85241 -2.14160 2.41015 -0.5 0.0 0.0
C 3.83150 -3.28147 0.62455 -0.5 -0.1 0.0
C -4.98917 -0.44802 3.34285 -0.8 -0.8 -0.2
C 3.52673 -4.81233 3.09162 0.0 0.2 -0.5
C 6.27201 -1.25057 2.93991 -0.3 0.4 0.2
C 6.55698 0.17292 2.42314 0.6 -0.9 0.2
C 5.81274 3.06215 0.91016 0.0 -0.3 -0.4
C -2.34527 -3.20531 -2.31960 0.0 0.0 0.2
C -1.16796 3.63248 2.02618 0.5 -0.7 0.4
C -5.49220 1.22649 -1.09518 0.0 -0.1 -0.1
C -4.39023 -1.52523 -4.60332 -0.4 -0.4 -0.2
C -5.97812 0.51728 -4.68657 -0.1 -0.1 0.0
C 1.43444 3.79585 1.85581 -0.2 0.2 0.3
C 2.82760 3.56686 5.01776 0.0 -0.4 -0.7
C 2.22463 4.75598 2.76845 0.5 -0.6 -0.7
C -3.17870 1.25714 3.47414 -0.1 0.3 -0.5
C -2.99769 -1.07721 2.59190 -0.1 -0.8 -0.5
C 0.41596 -2.24089 -6.53425 -0.1 0.0 0.0
C -4.50776 0.06992 -1.25719 0.0 0.2 0.1
C -0.63058 -2.14265 -0.70793 -0.2 -0.1 -0.1
C -3.08704 0.53647 -1.60782 0.0 -0.4 0.1
C 2.85030 -2.68917 -0.42062 0.6 0.3 0.5
C 4.50639 -2.26981 5.50359 -0.1 -0.2 -0.4
C -2.04248 -2.68256 -0.91263 0.0 0.2 0.1
C 0.21404 3.14309 2.53970 -0.1 0.2 -0.4
C -2.67834 0.50304 -3.08721 0.1 0.6 0.4
C -1.82255 -2.37594 -3.50550 0.0 -0.6 0.1
C 2.37078 2.09272 5.03948 0.8 0.3 0.3
C 3.89249 0.78440 0.17810 0.4 0.3 0.0
C 4.68785 -2.88642 6.53509 0.3 0.1 -0.2
C 3.26829 3.94829 3.56997 -0.2 0.5 1.0
C -1.94035 -1.27482 -6.88606 0.0 -0.2 0.0
C 6.36712 1.42230 -1.58318 -0.2 0.3 0.3
C -1.90550 -0.40628 -5.61996 0.0 0.2 -0.3
H 2.95184 -5.55372 2.53031 0.0 -0.1 0.1
H 6.34717 2.47670 -1.88059 0.0 0.0 0.0
H -0.99821 4.35989 1.23371 -0.2 0.1 0.0
H 4.99235 -3.43872 7.39269 -0.2 0.0 0.1
H -6.50237 0.85524 -0.92138 0.0 0.0 0.0
H 5.86790 3.09940 1.99583 0.0 0.0 0.0
H -2.27367 2.61426 0.46591 0.1 0.0 0.0
H -4.61614 -0.11488 -6.23168 0.0 0.0 0.0
H -3.42331 -3.35779 -2.42461 0.0 0.0 0.0
H 2.22058 -1.93795 0.06025 -0.1 0.0 -0.1
H 3.66990 3.74952 5.68658 -0.1 -0.2 0.2
H -4.94873 -1.85994 -3.72724 0.1 0.1 0.1
H -2.96679 -1.58628 -7.09716 0.0 0.1 0.0
H 3.80515 -0.12972 0.76586 -0.2 -0.1 -0.1
H -4.47675 -0.48367 -0.31476 0.0 0.0 0.0
H 0.25209 2.06841 2.35200 0.1 0.0 0.2
H 0.85469 -1.46431 -7.16343 0.0 0.0 0.0
H 3.55480 0.46623 5.84015 0.4 0.0 0.0
H 6.93019 -1.41436 3.80131 0.0 -0.1 0.0
H -1.05510 -2.89498 -7.94527 0.0 0.0 0.0
H -5.75293 0.16774 3.78754 0.2 0.3 0.1
H -2.20127 -3.50497 -0.21291 0.0 0.0 0.0
H -0.87795 -0.15998 -5.34091 0.0 -0.1 0.1
H 0.30654 3.27080 3.61733 -0.1 0.0 0.0
H -4.88793 -0.63002 -2.00554 0.0 0.0 0.0
H 3.54618 0.62411 -0.84410 0.0 -0.2 0.0
H 6.58258 -1.97601 2.18447 0.1 0.1 -0.1
H -6.88784 -0.78241 -3.18333 0.0 0.0 0.0
H -1.65081 -0.62465 -7.71461 0.0 0.1 0.0
H -5.97715 -1.17996 -5.99383 0.0 0.0 0.0
H -1.44368 -3.31253 -6.30775 0.0 0.0 0.0
H 6.66108 3.58297 0.46046 0.1 0.0 0.2
H -1.62278 0.79873 -3.13391 0.0 -0.1 -0.1
H -2.12609 1.12560 3.72140 0.0 0.1 0.1
H -1.95165 -1.03965 2.33701 0.1 0.4 0.2
H -3.20532 1.29340 -3.63061 -0.1 -0.1 -0.2
H 4.58254 -5.08017 3.02639 0.0 0.0 0.2
H 5.81239 0.88785 2.79032 -0.1 0.1 -0.1
H 4.91409 3.59980 0.59141 0.0 0.0 0.1
H 5.73775 0.88939 -2.29589 0.1 -0.2 0.0
H 0.12181 -2.90775 -0.90867 0.0 0.1 0.0
H 2.10860 2.99510 1.54805 0.1 0.2 -0.1
H -1.89670 -4.19664 -2.41176 0.1 0.0 -0.1
H -0.49791 -1.81391 0.32213 0.1 -0.1 0.0
H -6.02910 -2.34364 2.91396 -0.1 0.0 0.1
H 7.40366 1.09417 -1.65066 0.0 -0.2 0.0
H 1.01435 -3.14300 -6.65413 0.0 0.0 0.0
H 3.35475 0.76114 2.79700 0.0 0.0 0.0
H 2.19849 -3.45974 -0.82967 0.0 0.0 -0.1
H 2.74132 5.47355 2.12330 0.0 0.0 0.1
H -2.37154 0.55420 -5.86348 0.0 0.0 0.1
H -3.69332 1.65737 4.34499 0.0 -0.3 0.1
H -3.71067 3.19820 2.66485 0.1 0.1 0.0
H -5.21586 1.84343 -0.24137 0.0 0.0 0.0
H -5.51458 1.86989 -1.97853 0.0 0.0 0.0
H -7.91888 -0.43878 -4.57441 0.0 0.0 0.0
H 3.40545 -2.18526 -1.21587 -0.1 -0.1 -0.2
H -2.77852 -1.93072 -0.62821 0.0 0.0 0.0
H -3.62868 -3.11158 1.99741 0.2 0.0 0.0
H -7.65345 0.79302 -3.34337 0.0 0.0 0.0
H 4.81577 -2.81932 0.54030 0.0 0.0 0.0
H -1.44331 1.52359 1.54661 0.0 0.0 0.0
H -1.80291 -3.05649 -4.36124 0.0 0.2 -0.1
H 7.53038 0.49788 2.80835 0.0 0.2 -0.1
H 3.45627 3.02174 3.03041 0.3 0.0 0.0
H 2.00461 4.20541 5.35094 0.1 0.2 0.0
H 3.25845 1.55064 0.62912 0.0 -0.1 0.0
H -0.41454 -1.28142 -1.34566 0.0 0.0 0.0
H 4.46683 1.61884 4.79920 0.2 -0.2 0.2
H 1.56372 5.33642 3.41337 -0.1 0.0 0.1
H -0.78355 -2.07292 -3.36116 0.0 0.1 0.1
H 1.77318 1.90064 5.93436 -0.1 -0.1 -0.1
H 0.51390 -1.92828 -5.49300 0.0 0.0 0.0
H 4.21773 4.48317 3.62944 0.0 0.1 -0.1
H -4.10713 1.86591 1.61761 -0.1 -0.2 0.1
H -2.35777 -0.03462 -1.03540 0.0 0.0 0.0
H 2.24262 -0.18579 3.76124 0.0 -0.1 -0.1
H 1.76041 1.94210 4.15128 -0.3 -0.1 0.2
H -4.20423 -2.43842 -5.18099 0.1 0.0 0.1
H 1.13981 4.31129 0.93615 -0.2 0.0 0.0
H -1.70878 4.12399 2.83642 0.0 0.2 -0.1
H 3.19384 -4.82299 4.12689 0.1 0.0 0.1
H -6.33130 1.26421 -5.40045 0.0 0.0 0.0
H -5.29827 1.04145 -4.01180 0.0 0.0 0.0
H 3.92734 -4.35176 0.42866 0.3 0.0 0.0
H -2.95326 1.56550 -1.27202 0.0 0.0 -0.1

Record 2
153
Properties=species:S:1:pos:R:3:forces:R:3 method="wB97M-V/def2-TZVPD" gap_ev=6.2 charge=-1 molar_mass_g_mol=1109.61 homo_energy_ev=-4.4
I -1.31222 -1.36346 -0.17112 -1.2 0.6 0.6
P 1.49427 -0.12296 -1.08741 0.6 -4.8 -4.8
P 1.03560 3.81689 0.78531 1.8 -0.5 0.5
F -2.03287 4.41917 1.21829 0.9 -2.2 0.8
O -12.01372 1.74021 -0.27836 -0.5 1.5 -0.3
O -1.12160 5.16417 -3.28550 -0.6 1.8 0.1
O 1.00572 -1.39257 -1.94962 2.1 4.1 2.3
O -3.30826 -5.17049 -0.25333 1.2 -0.8 -0.5
O 4.35333 2.58407 -1.94722 0.9 1.0 -0.8
O 3.94295 -4.87883 5.98240 -0.7 -0.5 1.3
O 3.00332 -2.40983 2.19824 1.1 -0.9 0.6
O -0.87799 0.53638 3.00824 0.0 0.9 -0.5
O 1.33888 0.38439 4.61562 1.7 0.7 -3.0
O 1.89995 1.12778 -2.22842 2.0 -1.6 3.1
O 0.79330 0.24476 1.44825 -0.4 2.0 1.2
O 2.83981 -2.28639 -6.53683 -0.4 1.0 0.1
O -0.46284 1.71377 0.14399 0.8 -0.2 0.2
O -5.18415 3.78125 -5.14945 0.8 -0.8 0.4
O 7.05254 0.13269 -6.00728 0.2 -1.3 -0.4
O -6.94585 1.37301 2.52094 -2.1 -0.5 0.4
O 2.94276 -0.65364 -0.25445 -2.3 0.6 -0.8
O 4.02867 -9.01268 6.03946 1.4 -0.6 -0.4
C -2.23181 -5.63360 -0.62664 -1.1 0.9 0.5
C -2.04202 7.05741 -4.41232 0.2 -0.3 -0.4
C 2.18804 -0.02054 -6.91417 0.2 -0.2 -0.6
C -1.70570 6.24246 -3.19212 0.9 -1.4 0.1
C -4.75584 1.55490 -4.40036 -0.5 0.1 -0.1
C -2.11180 6.79799 -1.85327 0.2 -0.4 0.3
C 3.60994 -4.63379 2.82052 -0.4 0.0 -0.1
C -9.22410 1.65766 1.86542 0.3 0.2 -0.3
C -2.93224 2.07818 1.06300 -1.1 1.1 0.4
C -2.06466 -7.10566 -0.89344 -0.5 -0.3 0.1
C 5.10513 -9.47579 5.66615 -1.4 0.7 0.5
C 0.24969 1.27426 2.34743 0.3 -2.3 0.2
C -12.33597 2.89245 -0.56312 0.5 -1.6 0.3
C -8.53373 0.24663 3.90338 0.4 -0.1 0.2
C 3.87169 -3.16293 2.63568 -1.2 0.8 -0.6
C 3.60101 2.81804 2.94986 0.3 0.7 -0.1
C -1.75134 3.04241 1.72571 -0.8 -1.0 0.7
C -8.12779 1.11567 2.74316 1.7 0.4 -0.4
C 0.91288 5.47466 1.72466 -1.1 1.0 1.0
C -4.41269 2.42279 1.76181 0.3 -1.1 0.2
C -4.36626 2.97624 -4.70720 -0.7 0.8 -0.5
C 3.85796 -6.19540 7.97253 0.4 0.0 -0.2
C 8.40355 -1.69174 -6.74720 0.4 0.4 0.0
C 5.37975 4.70905 -2.31064 -0.2 0.0 0.5
C 1.05985 4.03131 -1.10761 0.6 0.5 -1.4
C 2.41504 -1.23681 -6.05668 0.2 -1.2 0.1
C -0.21802 2.51518 1.38980 -3.6 -1.9 -2.2
C 5.01266 3.30141 -2.69775 -0.8 -1.0 0.7
C 6.30618 -8.59234 5.45849 -0.2 0.4 0.1
C 5.48356 2.80551 -4.03882 -0.3 -0.5 0.1
C 5.89399 -1.94242 -6.23718 -0.1 0.5 0.2
C -13.61827 3.49405 -0.05336 -0.2 -0.4 0.3
C -1.03076 -4.75015 -0.83430 -0.5 0.1 0.1
C -2.93713 3.37438 -4.45196 -0.4 0.4 -0.3
C 2.10213 -1.11906 -4.58893 0.3 -0.6 -0.5
C 5.27227 -10.94785 5.39935 -0.5 -0.2 0.1
C -11.46324 3.75535 -1.43483 0.4 -0.4 -0.1
C 7.11137 -1.05946 -6.30378 -0.3 1.4 0.4
C 5.23716 -2.64927 3.00680 -0.1 0.5 -0.1
C 3.27361 -5.27374 6.93562 0.7 0.4 -1.1
C 2.23640 2.79489 3.89959 0.7 0.3 0.9
C 1.83852 -4.85405 7.11024 0.0 0.3 -0.5
B 0.09939 0.32341 0.14602 0.2 2.9 2.3
B 1.26187 1.50639 3.61374 1.1 -1.0 1.1
H -3.19777 6.91484 -1.81339 0.1 0.2 0.0
H 2.72723 -0.34500 -4.13668 -0.3 0.1 0.0
H -1.61910 7.75888 -1.68476 -0.2 0.1 0.0
H -10.57219 3.19042 -1.72850 -0.2 0.1 0.1
H 1.07215 5.19271 -1.38385 -0.4 -2.4 0.6
H 4.32398 -11.46123 5.59079 0.2 0.1 0.0
H -0.65675 -0.43871 3.07634 0.2 1.9 -0.5
H -12.00834 4.04292 -2.33741 0.0 0.2 0.1
H -3.12484 7.18582 -4.48640 0.1 0.2 0.0
H 3.29885 -7.13432 7.99246 0.0 0.1 0.1
H 8.29568 -2.08592 -7.76085 0.0 -0.2 0.1
H -4.16678 0.86775 -5.01298 0.1 0.0 0.2
H 0.11955 5.33136 2.60051 1.5 0.4 -1.9
H -4.31659 3.20482 2.62906 -0.3 -1.3 -1.8
H 1.18949 -5.73319 7.09179 0.0 0.1 0.2
H 5.03506 -1.35142 -5.90188 0.3 -0.2 -0.1
H -9.17517 0.81179 4.58427 -0.1 -0.1 -0.1
H 6.03826 -7.55574 5.68884 0.0 -0.2 -0.1
H 0.55290 6.38842 1.04576 0.8 -2.0 1.5
H 2.81695 0.80251 -6.56551 -0.2 0.1 0.1
H -1.78553 -7.26460 -1.93808 0.2 0.0 0.1
H 3.72645 -4.90246 3.87349 0.2 0.0 -0.2
H -14.25936 3.76998 -0.89446 0.1 0.2 0.1
H -9.89630 2.28570 2.45559 -0.1 -0.2 0.0
H 2.31383 -2.07342 -4.09513 -0.2 0.3 -0.1
H -2.80079 4.42780 -4.71877 -0.1 -0.5 0.0
H 3.39991 2.46973 1.84125 0.4 0.6 2.4
H -1.29867 -3.71355 -0.60395 0.2 -0.7 -0.2
H 2.62959 2.70147 5.00904 -0.9 0.3 -2.1
H -13.39882 4.37050 0.56156 -0.1 0.1 -0.2
H -14.14527 2.75715 0.56203 0.1 0.1 -0.1
H 2.01803 -0.26492 4.21392 -1.6 1.2 0.9
H 4.90051 -6.41362 7.71774 -0.3 0.0 0.0
H -0.22244 -5.05916 -0.16676 0.1 0.0 -0.2
H 6.63142 -8.64634 4.41647 0.2 -0.1 0.1
H 5.55140 -11.10679 4.35471 0.2 0.0 0.1
H -7.63892 -0.07225 4.44836 -0.2 0.1 -0.2
H -4.59955 1.34775 -3.33868 0.2 -0.1 -0.1
H -9.05565 -0.64130 3.53775 -0.2 0.1 0.1
H 4.95377 5.41484 -3.02827 0.2 0.0 0.0
H 2.63959 -1.43106 0.30666 0.4 1.3 -0.7
H 1.55220 -4.18965 6.28807 0.1 -0.1 0.2
H -3.06625 2.35172 -0.08461 0.8 -0.8 2.5
H 3.96644 3.95051 2.87482 -0.7 -2.4 0.2
H 5.67429 -2.34772 -7.22809 0.0 -0.2 0.2
H 6.03457 -11.36177 6.06430 0.1 0.0 -0.2
H -2.76383 0.93594 1.25179 0.2 2.5 -0.6
H 2.45624 -0.25202 -7.95044 0.0 0.0 0.2
H 5.06224 3.42650 -4.83339 0.2 0.1 0.0
H 9.19600 -0.93582 -6.74750 -0.2 -0.1 0.0
H -0.70552 -4.80415 -1.87632 0.2 -0.1 0.1
H -8.78353 2.26729 1.06936 -0.1 -0.2 0.2
H 6.46711 4.81284 -2.27424 -0.1 0.1 -0.2
H -11.14779 4.64349 -0.88148 -0.1 0.1 -0.2
H 2.86333 1.37679 -2.00141 -1.7 -0.1 -0.6
H 7.11449 -8.90135 6.12603 0.1 -0.1 -0.2
H 5.14526 1.77401 -4.18345 0.1 0.2 0.0
H 2.12191 3.63064 -1.47757 -2.4 0.8 1.0
H 2.58403 -4.86130 2.51212 0.2 0.1 0.0
H 4.48812 2.20473 3.46099 -2.1 1.2 -1.2
H 4.29830 -5.21433 2.20115 0.1 0.0 0.1
H 1.65585 3.81012 3.83670 1.1 -1.8 -0.1
H -1.68912 6.53364 -5.30702 -0.1 0.1 0.2
H 8.68261 -2.49081 -6.05576 -0.1 -0.1 -0.2
H 5.28198 -1.57089 2.82097 0.0 -0.2 0.0
H 1.93531 5.72199 2.27669 -2.1 -0.5 -1.5
H 1.13377 0.26567 -6.88127 0.1 0.2 0.2
H 6.57557 2.82450 -4.07946 -0.1 0.1 -0.2
H -3.01295 -7.61904 -0.70200 0.2 0.1 0.0
H -1.54624 8.02990 -4.35783 -0.2 0.0 0.0
H -5.81623 1.41101 -4.63322 0.2 0.1 0.0
H 1.72141 -4.31419 8.05329 -0.1 -0.2 0.0
H -2.26706 2.76824 -5.06692 0.1 -0.1 0.3
H -4.82442 1.41056 2.24149 1.1 2.5 -1.1
H -1.80478 6.10349 -1.06405 -0.1 0.1 -0.2
H -5.21578 2.75096 0.96371 1.7 -0.5 1.7
H -1.30237 -7.51958 -0.22849 0.1 0.0 -0.2
H -2.69983 3.24834 -3.39259 0.2 -0.2 -0.2
H -1.86633 3.07684 2.90662 0.0 0.2 -2.5
H 3.83086 -5.71529 8.95396 -0.2 -0.1 0.0
H 6.06129 -2.75268 -5.52298 0.0 -0.1 -0.2
H 0.25680 3.42298 -1.70126 1.4 1.4 1.3
H 4.97312 4.93011 -1.31804 0.1 -0.1 -0.2
H 5.99801 -3.14144 2.39569 0.0 -0.1 0.2
H 5.42615 -2.82949 4.06805 0.1 -0.2 -0.1
H -9.77673 0.83262 1.40898 -0.2 0.1 0.1
H 1.04399 -0.88177 -4.45248 0.2 0.2 0.2